A structure of composition C45H56CaCl5GeN6SSi3, computed with ωB97M-V with the def2-TZVPD basis set.

Cartesian coordinates (Å):
Ca  -1.18765  0.15528  0.53222
C  0.09476  3.17780  1.39496
C  1.33145  2.28415  1.45764
C  1.30257  1.21656  2.54955
C  2.12963  1.52270  3.73209
C  2.76994  0.57589  4.43216
C  2.78302  -0.78689  3.94495
C  2.18248  -1.08263  2.78089
N  1.40319  -0.20642  2.01750
N  -0.98109  2.70688  0.49757
C  -2.25136  3.32483  0.86191
C  -2.83065  2.68640  2.10266
C  -3.36469  3.42289  3.14615
C  -3.91822  2.74676  4.22638
C  -3.89494  1.36717  4.23806
C  -3.31628  0.70715  3.16095
N  -2.81769  1.34924  2.11182
C  -0.66230  2.94477  -0.91245
C  -1.69821  2.35672  -1.83986
C  -1.99147  2.94430  -3.05999
C  -2.90639  2.31193  -3.89303
C  -3.50316  1.13467  -3.48450
C  -3.16855  0.62218  -2.23883
N  -2.28930  1.22748  -1.44300
H  0.37547  4.19820  1.08493
H  -0.33731  3.25544  2.39706
H  2.21007  2.92092  1.60582
H  1.50516  1.79102  0.49312
H  2.20678  2.56629  4.02611
H  3.34354  0.84017  5.31264
H  3.36489  -1.55029  4.44553
H  2.29889  -2.06149  2.32685
H  -2.96167  3.15972  0.05103
H  -2.15146  4.41324  0.99471
H  -3.34501  4.50472  3.10942
H  -4.34547  3.29922  5.05480
H  -4.27869  0.79044  5.06755
H  -3.24786  -0.37439  3.13844
H  0.29660  2.45465  -1.13612
H  -0.53819  4.01927  -1.12454
H  -1.48967  3.85540  -3.35654
H  -3.13808  2.73767  -4.86227
H  -4.18807  0.58428  -4.11333
H  -3.57466  -0.31354  -1.88107
C  4.41619  2.75630  -3.86639
Si  2.78483  2.55646  -2.89833
C  2.89723  3.93268  -1.58153
C  1.47096  3.14172  -4.15182
Ge  2.13210  0.50137  -1.87365
Si  2.07473  -0.99282  -3.73945
C  0.78997  -0.41233  -5.00468
C  3.70149  -1.21051  -4.70700
C  1.56057  -2.71209  -3.18563
Si  4.16373  -0.10645  -0.78737
C  4.45283  0.83719  0.82663
C  4.10906  -1.94984  -0.35213
C  5.79795  0.14023  -1.73320
H  4.40807  3.73378  -4.36760
H  4.53647  1.98307  -4.62773
H  5.28923  2.72127  -3.21000
H  3.08085  4.90630  -2.05364
H  3.71814  3.73129  -0.88710
H  1.98032  4.00924  -0.98907
H  1.32636  4.22787  -4.09118
H  0.51186  2.64465  -4.00036
H  1.79586  2.90783  -5.17086
H  1.07262  0.52956  -5.48332
H  -0.18101  -0.28610  -4.51729
H  0.66717  -1.17569  -5.78159
H  4.10599  -0.26477  -5.07474
H  3.51190  -1.86433  -5.56880
H  4.46550  -1.68892  -4.08983
H  0.51174  -2.71194  -2.87553
H  2.16658  -3.08103  -2.35464
H  1.65177  -3.42424  -4.01507
H  3.70127  0.57880  1.57355
H  4.42000  1.92068  0.67666
H  5.43737  0.58248  1.23855
H  3.15399  -2.21477  0.10669
H  4.91419  -2.20586  0.34732
H  4.22551  -2.56487  -1.24849
H  6.03039  1.19965  -1.87030
H  5.78148  -0.33165  -2.71629
H  6.61057  -0.30628  -1.14401
C  0.13449  0.31284  2.65611
C  -0.32593  -0.20836  3.93728
C  -0.65025  0.64158  5.00393
C  -1.28166  0.16367  6.14336
C  -1.60464  -1.18132  6.26255
C  -1.27616  -2.04539  5.21967
C  -0.64551  -1.57122  4.08366
H  -0.41404  1.69825  4.91940
H  -1.52781  0.85343  6.94521
H  -2.10174  -1.55440  7.15067
H  -1.52249  -3.09954  5.28662
H  -0.41474  -2.25216  3.27075
S  -2.25658  -2.43268  -3.22023
C  -2.95825  -3.77904  -2.39760
N  -4.26948  -3.58474  -1.97158
C  -4.99261  -4.56747  -1.29212
C  -4.34394  -5.75975  -1.06670
C  -3.03360  -5.90164  -1.49381
N  -2.33755  -4.90655  -2.15494
H  -4.66269  -2.68611  -2.18462
H  -5.98352  -4.31256  -0.95060
H  -4.84127  -6.55644  -0.52642
H  -2.47795  -6.81429  -1.30730
Cl  -5.01599  -1.27569  1.03986
C  -3.69712  -2.46318  1.13865
C  -2.44504  -2.06513  0.72784
C  -1.49531  -3.07659  0.74432
Cl  0.11880  -2.67044  0.16007
C  -1.72421  -4.36853  1.19983
Cl  -0.47633  -5.55599  1.22453
C  -3.00244  -4.68783  1.66124
Cl  -3.32774  -6.26834  2.27914
C  -4.01440  -3.73184  1.61843
Cl  -5.59844  -4.13119  2.19199

Forces on atoms 1 to 6 (eV/Å):
Ca 0.45 -0.60 -0.13
C -0.08 0.06 0.00
C 0.07 0.03 -0.02
C 0.13 0.15 -0.10
C 0.07 -0.05 0.11
C -0.06 0.08 -0.04

The value obtained for the orbital gap (alpha / beta) is 3.76 / 5.22 eV. For the maximum force, the calculation gives 0.8 eV/A. As for the net charge: -2. The value obtained for the LUMO energy (alpha / beta) is 3.65 / 3.65 eV. As for the multiplicity: 2.

Löwdin population analysis, charges in e, atoms 1 to 99: 1.191 -0.161 -0.131 -0.393 -0.055 -0.097 -0.087 -0.155 0.000 -0.228 -0.139 -0.265 -0.030 -0.071 -0.056 -0.145 0.068 -0.169 -0.287 -0.037 -0.060 -0.062 -0.156 0.035 0.117 0.122 0.110 0.030 0.107 0.089 0.090 0.096 0.124 0.128 0.105 0.100 0.107 0.096 0.027 0.130 0.105 0.103 0.102 0.052 -0.239 0.257 -0.239 -0.243 0.557 0.239 -0.236 -0.240 -0.253 0.254 -0.218 -0.235 -0.235 0.014 0.003 -0.002 0.017 0.010 -0.011 0.016 -0.012 0.015 0.000 0.002 0.023 -0.003 0.014 0.003 -0.050 -0.001 0.028 -0.006 0.009 0.026 -0.012 0.022 0.012 -0.002 0.002 0.016 -0.263 -0.245 -0.063 -0.126 -0.131 -0.094 -0.040 0.109 0.090 0.082 0.098 0.103 0.493 -0.895 0.002